(1)
Computed, not measured: one molecule with the formula C6H10, with ωB97M-V/def2-TZVPD.

Results
ΔE to the lowest compared entry with this formula, charge and spin, kcal/mol: 98.6
Highest occupied orbital energy, eV: -7.9
Energy, eV: -6379.58421
Spin multiplicity: 1
HOMO-LUMO gap, eV: 7.770

Atoms and positions in Å:
C1 2.118 -0.077 0.120
C2 0.680 -0.379 0.510
C3 -1.286 -1.558 -0.812
C4 -1.964 -0.347 -0.467
C5 -1.589 0.717 0.244
C6 -0.139 0.900 0.553
H1 2.495 0.719 0.776
H2 2.137 0.308 -0.905
H3 2.798 -0.934 0.184
H4 0.621 -0.910 1.460
H5 -0.926 -1.507 -1.866
H6 0.261 -1.130 -0.214
H7 -2.974 -0.423 -0.879
H8 -2.284 1.508 0.483
H9 0.285 1.595 -0.188
H10 0.024 1.362 1.533

Atom charges from the natural (NBO) analysis, given in e for atoms 1 to 6: -0.61 -0.32 -0.10 -0.36 -0.25 -0.44

---

(2)
Computed, not measured: a 2-piece molecular cluster, C6H10 overall, with ωB97M-V/def2-TZVPD.

Results
ΔE to the lowest compared entry with this formula, charge and spin, kcal/mol: 48.3
Highest occupied orbital energy, eV: -9.1
Energy, eV: -6381.76466
Spin multiplicity: 1
HOMO-LUMO gap, eV: 10.125

Atoms and positions in Å:
C1 0.456 1.546 0.956
C2 0.922 1.381 -0.281
C3 1.730 0.229 -0.726
C4 1.647 -1.020 -0.265
H1 0.622 0.793 1.726
H2 -0.037 2.473 1.235
H3 0.748 2.169 -1.014
H4 2.507 0.492 -1.442
H5 2.322 -1.790 -0.625
H6 0.891 -1.317 0.461
C5 -1.680 -1.114 -0.531
C6 -2.250 -0.533 0.527
H7 -1.843 -2.171 -0.750
H8 -1.037 -0.564 -1.221
H9 -2.873 -1.106 1.215
H10 -2.124 0.532 0.734

Atom charges from the natural (NBO) analysis, given in e for atoms 1 to 6: -0.37 -0.23 -0.23 -0.38 0.20 0.20

---

(3)
Computed, not measured: C6H10 as an isolated structure, with ωB97M-V/def2-TZVPD.

Results
ΔE to the lowest compared entry with this formula, charge and spin, kcal/mol: 81.3
Highest occupied orbital energy, eV: -8.8
Energy, eV: -6380.33242
Spin multiplicity: 1
HOMO-LUMO gap, eV: 9.958

Atoms and positions in Å:
C1 1.896 -0.537 0.527
C2 0.953 0.624 0.566
C3 -0.227 0.617 -0.130
C4 -1.287 1.693 0.034
C5 -0.613 -0.587 -0.965
C6 -1.000 -1.870 -0.432
H1 1.906 -0.982 1.542
H2 2.995 -0.406 0.354
H3 1.650 -1.294 -0.209
H4 1.258 1.468 1.163
H5 -0.757 2.675 0.362
H6 -2.121 1.456 0.765
H7 -1.798 2.082 -0.944
H8 -0.406 -0.302 -2.258
H9 -1.225 -2.596 -1.268
H10 -1.225 -2.042 0.893

Atom charges from the natural (NBO) analysis, given in e for atoms 1 to 6: -0.66 -0.16 -0.09 -0.64 -0.21 -0.44

---

(4)
Computed, not measured: C6H10 as an isolated structure, with ωB97M-V/def2-TZVPD.

Results
ΔE to the lowest compared entry with this formula, charge and spin, kcal/mol: 142.6
Highest occupied orbital energy (spin up / spin down), eV: -7.2 / -7.2
Energy, eV: -6377.67576
Spin multiplicity: 1
HOMO-LUMO gap (spin up / spin down), eV: 8.052 / 8.053

Atoms and positions in Å:
C1 2.052 -0.178 0.227
C2 0.590 -0.670 0.182
C3 -1.306 -0.764 -0.359
C4 -1.847 0.566 -0.058
C5 -0.496 1.149 -0.469
C6 -0.154 -0.199 -1.084
H1 2.482 -0.338 1.223
H2 2.102 0.891 -0.006
H3 2.666 -0.727 -0.498
H4 0.601 -1.752 0.388
H5 -1.590 -1.778 -0.111
H6 -2.479 0.808 -0.929
H7 -2.368 0.817 0.871
H8 0.123 0.367 0.752
H9 -0.372 2.124 -0.944
H10 0.201 -0.408 -2.091

Atom charges from the natural (NBO) analysis, given in e for atoms 1 to 6: -0.58 -0.42 -0.09 -0.49 -0.36 -0.31